Arrangement i

{
  "formula": "C6H16OSSi",
  "method": "wB97M-V/def2-TZVPD",
  "elements": ["C", "C", "C", "C", "C", "C", "O", "Si", "S", "H", "H", "H", "H", "H", "H", "H", "H", "H", "H", "H", "H", "H", "H", "H", "H"],
  "positions_angstrom": [[0.122, 1.924, 1.852], [-0.709, -0.072, -3.195], [-1.628, -1.699, 0.969], [-1.088, 1.727, 1.020], [-1.460, 0.817, -2.265], [2.966, -1.738, 0.513], [-1.373, -0.819, -0.080], [-0.851, 0.642, -0.488], [3.269, -1.349, 2.332], [0.864, 1.116, 1.865], [0.811, 2.635, 1.420], [-0.095, 2.079, 2.871], [-0.866, 0.378, -4.163], [0.368, 0.166, -3.065], [-0.784, -1.091, -2.988], [2.692, -0.760, 0.001], [-1.432, -2.763, 0.715], [-1.214, -1.388, 1.936], [-1.615, 2.655, 0.832], [-1.910, 1.096, 1.422], [-2.601, 0.653, -2.403], [-1.479, 1.978, -2.455], [3.957, -2.196, 0.188], [2.132, -2.444, 0.556], [1.927, -1.550, 2.611]],
  "molar_mass_g_mol": 164.35,
  "lumo_energy_ev": [0.16, -0.21],
  "homo_energy_ev": [-6.690, -8.254],
  "gap_ha": [0.25181, 0.29559]
}

---

Arrangement ii

{
  "formula": "C6H16OSSi",
  "method": "wB97M-V/def2-TZVPD",
  "elements": ["C", "C", "C", "C", "C", "C", "O", "Si", "S", "H", "H", "H", "H", "H", "H", "H", "H", "H", "H", "H", "H", "H", "H", "H", "H"],
  "positions_angstrom": [[0.357, -1.052, 0.153], [-0.738, -0.554, 2.783], [-1.701, 1.583, 0.617], [1.038, 1.678, 1.462], [-0.305, 0.487, -2.384], [1.651, -1.780, -2.208], [2.033, 0.604, -1.104], [-0.264, 0.374, 1.201], [0.968, -0.397, -1.323], [-0.566, -2.016, -0.073], [0.181, -0.841, 3.413], [-1.458, -0.120, 3.497], [-0.997, -1.467, 2.429], [-2.609, 0.981, 0.370], [-1.966, 2.181, 1.532], [-1.353, 2.298, -0.148], [1.913, 1.417, 0.825], [0.753, 2.622, 1.093], [1.274, 1.777, 2.556], [-1.310, 0.100, -2.224], [-0.100, 1.538, -2.186], [0.028, 0.203, -3.361], [2.014, -1.395, -3.085], [2.636, -2.147, -1.756], [0.895, -2.531, -2.347]],
  "molar_mass_g_mol": 164.35,
  "lumo_energy_ev": 0.32,
  "homo_energy_ev": -7.983,
  "gap_ha": 0.30521
}

---

It is arrangement ii that is most stable; the runner-up trails by 5.5 kcal/mol.

---

Arrangement i

{
  "formula": "C41H30BrIrN10O9S2",
  "method": "wB97M-V/def2-TZVPD",
  "elements": ["Ir", "O", "C", "C", "C", "C", "C", "C", "C", "O", "N", "N", "C", "C", "C", "C", "C", "C", "C", "O", "H", "H", "H", "H", "H", "H", "H", "H", "H", "H", "C", "N", "C", "N", "C", "N", "C", "C", "C", "C", "C", "C", "C", "N", "N", "C", "O", "C", "C", "C", "C", "C", "C", "N", "C", "N", "C", "N", "C", "H", "H", "H", "H", "H", "H", "H", "H", "H", "H", "H", "H", "H", "H", "H", "H", "Br", "C", "C", "C", "C", "C", "C", "C", "O", "O", "H", "H", "H", "H", "O", "S", "O", "O", "S"],
  "positions_angstrom": [[0.473, -0.044, 1.427], [1.259, 0.297, 5.897], [-0.045, 0.350, 6.245], [-0.336, 0.527, 7.597], [-1.647, 0.598, 8.026], [-2.695, 0.494, 7.115], [-2.411, 0.309, 5.777], [-1.093, 0.226, 5.320], [-0.836, 0.023, 3.878], [0.401, 0.179, 3.458], [-1.835, -0.288, 3.104], [-1.418, -0.423, 1.790], [-2.265, -0.828, 0.917], [-1.966, -1.040, -0.485], [-3.030, -1.542, -1.262], [-2.902, -1.833, -2.597], [-1.655, -1.643, -3.204], [-0.598, -1.154, -2.480], [-0.714, -0.800, -1.118], [0.344, -0.255, -0.565], [1.282, 0.223, 4.919], [0.492, 0.614, 8.288], [-1.855, 0.743, 9.079], [-3.721, 0.568, 7.446], [-3.205, 0.239, 5.047], [-3.273, -1.022, 1.269], [-3.983, -1.693, -0.767], [-3.743, -2.212, -3.162], [-1.514, -1.885, -4.251], [0.382, -1.040, -2.923], [5.053, 0.360, -1.448], [4.197, 0.274, -0.266], [2.916, 0.609, -0.149], [2.484, 0.247, 1.046], [3.564, -0.346, 1.623], [4.624, -0.343, 0.861], [4.400, -0.295, -2.639], [4.740, -1.573, -3.058], [4.045, -2.174, -4.099], [2.978, -1.530, -4.699], [2.623, -0.253, -4.273], [3.360, 0.369, -3.274], [1.415, 0.398, -4.773], [0.683, 0.121, -5.793], [-0.423, 0.961, -5.722], [-0.270, 1.677, -4.661], [0.884, 1.386, -4.013], [-1.155, 2.681, -4.078], [-2.179, 3.227, -4.841], [-3.036, 4.148, -4.259], [-2.869, 4.519, -2.935], [-1.837, 3.982, -2.168], [-1.713, 4.430, -0.734], [-0.815, 3.599, 0.046], [-1.032, 2.365, 0.469], [0.049, 1.939, 1.117], [0.898, 3.002, 1.077], [0.408, 4.027, 0.430], [-0.985, 3.057, -2.747], [5.983, -0.126, -1.163], [5.257, 1.411, -1.660], [2.304, 1.061, -0.908], [3.536, -0.785, 2.606], [5.534, -2.111, -2.554], [4.314, -3.173, -4.416], [2.393, -2.013, -5.470], [3.092, 1.374, -2.973], [-2.302, 2.914, -5.869], [-3.848, 4.569, -4.837], [-3.560, 5.215, -2.475], [-2.687, 4.418, -0.238], [-1.310, 5.441, -0.674], [-1.953, 1.823, 0.320], [1.871, 2.998, 1.538], [-0.194, 2.600, -2.165], [-0.015, -8.776, 0.915], [0.435, -6.929, 0.899], [-0.458, -6.011, 1.425], [-0.118, -4.666, 1.417], [1.091, -4.248, 0.875], [1.966, -5.187, 0.345], [1.649, -6.536, 0.361], [1.458, -2.784, 0.818], [2.357, -2.415, 0.076], [0.754, -2.060, 1.631], [-1.402, -6.343, 1.836], [-0.787, -3.926, 1.834], [2.894, -4.838, -0.088], [2.330, -7.273, -0.042], [-2.903, 4.049, 2.022], [-4.309, 3.777, 1.750], [-4.669, 3.917, 0.340], [-5.240, 4.379, 2.669], [-4.364, 1.698, 2.030]],
  "charge": -1,
  "molar_mass_g_mol": 1143.01,
  "lumo_energy_ev": [1.64, 0.74],
  "homo_energy_ev": [-5.640, -5.638],
  "gap_ha": [0.26751, 0.23449],
  "multiplicity": 2
}

---

Arrangement ii

{
  "formula": "C41H30BrIrN10O9S2",
  "method": "wB97M-V/def2-TZVPD",
  "elements": ["Ir", "O", "C", "C", "C", "C", "C", "C", "C", "O", "N", "N", "C", "C", "C", "C", "C", "C", "C", "O", "H", "H", "H", "H", "H", "H", "H", "H", "H", "H", "C", "N", "C", "N", "C", "N", "C", "C", "C", "C", "C", "C", "C", "N", "N", "C", "O", "C", "C", "C", "C", "C", "C", "N", "C", "N", "C", "N", "C", "H", "H", "H", "H", "H", "H", "H", "H", "H", "H", "H", "H", "H", "H", "H", "H", "Br", "C", "C", "C", "C", "C", "C", "C", "O", "O", "H", "H", "H", "H", "O", "S", "O", "O", "S"],
  "positions_angstrom": [[-2.891, 0.831, 0.377], [0.531, -1.114, 2.793], [1.250, 0.010, 2.955], [2.518, -0.121, 3.526], [3.314, 0.990, 3.714], [2.868, 2.258, 3.342], [1.620, 2.389, 2.769], [0.797, 1.280, 2.559], [-0.509, 1.443, 1.910], [-1.261, 0.421, 1.782], [-0.862, 2.635, 1.414], [-2.013, 2.513, 0.757], [-2.729, 3.756, 0.701], [-3.677, 3.929, -0.454], [-4.127, 5.230, -0.684], [-5.031, 5.524, -1.685], [-5.506, 4.484, -2.481], [-5.078, 3.193, -2.274], [-4.152, 2.886, -1.262], [-3.752, 1.623, -1.199], [-0.336, -0.847, 2.409], [2.847, -1.110, 3.816], [4.296, 0.870, 4.155], [3.488, 3.129, 3.502], [1.243, 3.359, 2.472], [-1.976, 4.542, 0.729], [-3.756, 6.022, -0.043], [-5.361, 6.541, -1.845], [-6.225, 4.686, -3.266], [-5.440, 2.372, -2.878], [-0.004, -4.731, 0.514], [-0.903, -3.610, 0.620], [-0.961, -2.481, -0.088], [-1.851, -1.673, 0.420], [-2.366, -2.382, 1.461], [-1.825, -3.574, 1.615], [1.175, -4.561, 1.437], [1.290, -5.379, 2.554], [2.343, -5.225, 3.445], [3.296, -4.246, 3.228], [3.188, -3.423, 2.108], [2.135, -3.582, 1.218], [4.202, -2.389, 1.899], [5.223, -2.104, 2.629], [5.867, -1.036, 2.008], [5.187, -0.764, 0.954], [4.109, -1.584, 0.805], [5.403, 0.291, -0.041], [6.351, 1.284, 0.193], [6.493, 2.312, -0.716], [5.701, 2.364, -1.855], [4.777, 1.364, -2.117], [3.912, 1.424, -3.361], [2.500, 1.246, -3.083], [1.807, 0.105, -2.964], [0.573, 0.351, -2.579], [0.566, 1.705, -2.476], [1.706, 2.289, -2.768], [4.636, 0.323, -1.203], [0.276, -4.864, -0.532], [-0.568, -5.610, 0.826], [-0.332, -2.267, -0.939], [-3.164, -2.010, 2.080], [0.533, -6.131, 2.738], [2.412, -5.862, 4.317], [4.120, -4.100, 3.912], [2.048, -2.919, 0.366], [6.946, 1.250, 1.095], [7.213, 3.098, -0.529], [5.806, 3.193, -2.544], [4.194, 0.643, -4.070], [4.027, 2.389, -3.850], [2.230, -0.863, -3.181], [-0.305, 2.272, -2.189], [3.909, -0.457, -1.370], [-2.463, -2.689, -6.366], [-3.192, -2.307, -4.649], [-2.551, -1.396, -3.829], [-3.078, -1.139, -2.571], [-4.228, -1.775, -2.131], [-4.857, -2.679, -2.985], [-4.350, -2.952, -4.244], [-4.826, -1.574, -0.751], [-5.760, -2.302, -0.425], [-4.316, -0.695, 0.026], [-1.660, -0.886, -4.170], [-2.588, -0.413, -1.942], [-5.755, -3.165, -2.629], [-4.842, -3.656, -4.901], [-4.939, 3.302, 3.720], [-3.842, 2.808, 2.950], [-2.630, 2.433, 3.613], [-3.527, 3.980, 1.918], [-4.560, 1.303, 1.766]],
  "charge": -1,
  "molar_mass_g_mol": 1143.01,
  "lumo_energy_ev": [1.44, 1.11],
  "homo_energy_ev": [-5.271, -5.249],
  "gap_ha": [0.24656, 0.23367],
  "multiplicity": 2
}

---

It is arrangement i that is most stable; the runner-up trails by 71.5 kcal/mol.